A cluster of 13 separate species, C6H33NO13 in total in a non-equilibrium geometry. Source: OMol25; level of theory: wB97M-V/def2-TZVPD.

Output
total energy = -34863.2846 eV
multiplicity = 1
highest occupied orbital energy = -8.99 eV
orbital gap = 9.271 eV
lowest unoccupied orbital energy = 0.010 Eh
relative energy (zero: lowest compared OMol25 entry of this formula, charge and spin) = 48.71 kcal/mol

```
53
C6H33NO13 wB97M-V/def2-TZVPD
O -1.04532 -0.49631 -3.01233
C -1.82392 -0.11578 -2.16780
C -1.46620 0.05532 -0.69525
C -1.10794 1.49807 -0.28633
C 0.30331 1.55161 0.20380
C 0.50404 1.85405 1.48524
N 1.77613 1.77646 2.10697
C 1.86366 1.27779 3.26684
H -2.87538 -0.20203 -2.48252
H -2.45871 -0.00335 -0.24695
H -0.71428 -0.70657 -0.51389
H -1.69740 1.76623 0.59475
H -1.51091 2.27158 -0.94618
H 1.01976 1.27386 -0.56024
H -0.25961 2.44142 1.98569
H 2.89499 1.18613 3.60832
H 1.12593 0.81356 3.92116
H -1.02157 3.42075 -2.71604
H 0.36061 2.97216 -2.80820
O -0.12984 3.78991 -2.67881
H 2.73452 -2.19742 0.72801
H 2.50367 -2.27827 -0.78015
O 2.06084 -2.39611 0.07025
H 2.04437 -2.79108 -3.19967
H 3.36975 -2.02607 -3.25869
O 2.93129 -2.76764 -2.83182
H -2.26043 -1.42192 1.37857
H -2.91655 -2.18381 2.53949
O -3.04999 -1.45443 1.90022
H -0.14342 4.77158 0.70466
H -1.26792 4.41330 -0.22987
O -1.01090 4.35892 0.69650
H 3.21467 1.59948 -1.26292
H 3.28802 1.81654 -2.68732
O 2.60428 1.79412 -2.00476
H -0.48187 -3.41277 -0.75079
H 0.54492 -3.54412 0.31718
O -0.29513 -3.94746 0.03243
H 3.96536 1.31981 1.00353
H 3.06525 0.43868 0.22298
O 3.99200 0.71374 0.25503
H -4.81644 -2.41633 -0.48952
H -4.62175 -1.34710 0.56110
O -4.57792 -1.49340 -0.38840
H 2.21356 0.08772 -2.66313
H 1.02961 -0.27497 -3.56173
O 1.99154 -0.22509 -3.56315
H -1.39398 -3.61052 1.51480
H -2.39432 -4.49653 2.26265
O -1.81409 -3.74601 2.38463
H -1.86015 0.36491 3.74456
H -1.26961 -0.00750 5.12081
O -1.11651 -0.06510 4.17625
```

A structure of composition CH2N2O7S3 in a non-equilibrium geometry. Source: OMol25; level of theory: wB97M-V/def2-TZVPD.

Output
total energy = -50887.7472 eV
multiplicity = 1
highest occupied orbital energy = -1.74 eV
orbital gap = 7.605 eV
charge = -2
lowest unoccupied orbital energy = 0.216 Eh
relative energy (zero: lowest compared OMol25 entry of this formula, charge and spin) = 0.00 kcal/mol

```
15
CH2N2O7S3 wB97M-V/def2-TZVPD
C -2.33803 1.11795 -0.29088
N 2.19737 -0.56981 1.16417
N -2.54493 -0.21413 -0.74121
O 2.08165 0.30234 -1.22634
O -3.39586 1.78933 -0.03548
O 4.09446 -0.67578 -0.48776
O 2.23736 -2.07540 -0.87292
O -0.29520 -1.08614 1.15487
O 0.33705 1.01882 2.16526
O -1.15025 1.55722 0.00478
S 0.49039 0.92363 -0.80378
S 2.66356 -0.84525 -0.30004
S 0.59002 0.03977 1.12339
H -3.38958 -0.53254 -0.20120
H -1.57802 -0.75002 -0.65286
```

An isolated molecule of C13H12FN3O4 in a non-equilibrium geometry. Source: OMol25; level of theory: wB97M-V/def2-TZVPD.

Output
total energy = -29050.5862 eV
multiplicity = 1
highest occupied orbital energy = -9.10 eV
structure (SMILES) = O=C(F)NC(=O)c1nc2cc(CCCO)ccc2nc1O
orbital gap = 8.158 eV
lowest unoccupied orbital energy = -0.035 Eh

```
33
C13H12FN3O4 wB97M-V/def2-TZVPD
O 2.28683 -1.17306 3.29951
C 3.31134 -1.03818 2.70926
F 3.65064 -2.02661 1.79670
N 4.14977 0.14252 2.90828
C 3.56934 1.25380 2.10809
O 3.67553 2.39576 2.45504
C 2.76550 0.85880 0.80388
N 1.41831 0.71706 0.93429
C 0.79982 0.32631 -0.24637
C -0.69376 0.09727 -0.19778
C -1.46782 -0.34173 -1.35689
C -3.01222 -0.63212 -1.32699
C -3.62521 -0.72629 0.14117
C -4.46440 0.59103 0.43043
O -5.88150 0.39054 0.52706
C -0.68789 -0.51635 -2.65710
C 0.75522 -0.29147 -2.71578
C 1.55768 0.13067 -1.50045
N 2.93316 0.27814 -1.67718
C 3.48070 0.62146 -0.48654
O 4.88136 0.77210 -0.46765
H 5.07002 -0.12897 2.53622
H -1.21576 0.25939 0.77629
H -3.13097 -1.66920 -1.77653
H -3.58433 0.05744 -2.00732
H -2.84402 -0.94789 0.92428
H -4.33111 -1.61636 0.16053
H -4.09956 1.09169 1.37321
H -4.27615 1.31116 -0.41285
H -6.12862 -0.52796 0.33039
H -1.22565 -0.82448 -3.58624
H 1.24854 -0.47521 -3.70872
H 5.11516 1.64078 -0.09023
```

A structure of composition C24H19ClGeMnO2Se4 in a non-equilibrium geometry. Source: OMol25; level of theory: wB97M-V/def2-TZVPD.

Output
total energy = -391036.2817 eV
multiplicity = 6
highest occupied orbital energy (spin up / spin down) = -7.78 / -7.78 eV
orbital gap (spin up / spin down) = 6.542 / 6.039 eV
expectation value of S² = 9.173
lowest unoccupied orbital energy (spin up / spin down) = -0.045 / -0.064 Eh
relative energy (zero: lowest compared OMol25 entry of this formula, charge and spin) = 25.46 kcal/mol

```
52
C24H19ClGeMnO2Se4 wB97M-V/def2-TZVPD
Mn 0.45872 -0.45566 -0.34516
Se 0.12042 1.56892 -1.44237
Se -0.89323 3.32607 -0.32205
Se -2.47924 2.49627 1.23342
Se -1.57370 0.85280 2.40630
Cl -4.02931 -6.20547 0.07690
C -3.17195 -4.68663 0.13862
C -3.77028 -3.58170 0.79004
C -3.13242 -2.37497 0.86049
C -1.85511 -2.18780 0.27304
O -1.29512 -1.01945 0.31825
C -1.25743 -3.32076 -0.36448
C 0.00381 -3.24828 -0.99451
O 0.76827 -2.25639 -1.03230
C -1.94857 -4.56515 -0.41450
H -4.74707 -3.71110 1.23991
H -3.57969 -1.52488 1.36475
H 0.35212 -4.14347 -1.51126
H -1.47713 -5.41653 -0.89886
C 4.02244 0.44768 -1.78902
Ge 2.88194 0.06939 -0.27644
C 3.31047 1.45985 1.03360
C 2.32005 2.14762 1.73990
C 2.65023 3.10552 2.70034
C 3.98654 3.40143 2.95095
C 4.98713 2.72823 2.25386
C 4.65147 1.76413 1.30624
C 3.52668 -1.60387 0.56462
C 4.57911 -2.28380 0.00358
C 5.07680 -3.49390 0.56593
C 4.50784 -4.01202 1.68420
C 3.40573 -3.36094 2.30420
C 2.79440 -3.90443 3.46735
C 1.71020 -3.31032 4.04018
C 1.18153 -2.12044 3.47979
C 1.76706 -1.56723 2.37653
C 2.89782 -2.15993 1.73982
H 5.06295 0.43470 -1.44856
H 3.78725 1.44450 -2.16473
H 3.90428 -0.27394 -2.60006
H 1.28827 1.94345 1.53928
H 1.86161 3.61751 3.24794
H 4.24939 4.15687 3.68537
H 6.02972 2.95812 2.44808
H 5.44433 1.23813 0.77369
H 5.05238 -1.89103 -0.89808
H 5.90943 -4.00272 0.08863
H 4.87354 -4.94249 2.11248
H 3.21589 -4.81151 3.89799
H 1.25243 -3.73794 4.92908
H 0.32232 -1.64013 3.93200
H 1.38497 -0.63821 2.01932
```

A cluster of 3 separate species, C31H32Cl2IN3O3S in total. Source: OMol25; level of theory: wB97M-V/def2-TZVPD.

Output
total energy = -87259.8114 eV
multiplicity = 1
highest occupied orbital energy = -7.99 eV
structure (SMILES) = [H]/N=C(\C)Cc1cc2c(c(CCCS)c1CCCCl)C(=O)c1cc(I)c(Cl)c(O)c1C2=O.c1cc[nH]c1.c1cc[nH]c1
orbital gap = 6.755 eV
lowest unoccupied orbital energy = -0.045 Eh

```
73
C31H32Cl2IN3O3S wB97M-V/def2-TZVPD
C -0.38902 -2.06922 -1.28545
C -0.74500 -1.21019 -2.46520
N -1.16955 -1.66119 -3.57393
C -0.62055 0.29995 -2.33416
C -0.56622 0.79977 -0.91055
C -1.77723 1.00780 -0.26174
C -1.79433 1.39740 1.06354
C -0.59849 1.60596 1.76357
C 0.63524 1.40089 1.12335
C 1.92917 1.54242 1.89204
C 2.55210 0.17580 2.18465
C 3.72150 0.14669 3.19948
S 4.41983 1.71627 3.77332
C 0.63814 1.01860 -0.23090
C 1.94851 0.87560 -0.98043
C 2.20827 1.95493 -2.06831
C 1.48742 3.26556 -1.82497
Cl 1.84471 4.41645 -3.14231
C -0.75081 2.01296 3.19944
O -0.04658 2.81788 3.76430
C -1.90993 1.38383 3.90935
C -1.83646 1.05449 5.25006
C -2.94707 0.49143 5.86848
I -2.80514 0.00799 7.89094
C -4.12556 0.26606 5.16393
Cl -5.51782 -0.42640 5.88873
C -4.20091 0.60495 3.80656
O -5.32490 0.33596 3.11228
C -3.08246 1.16679 3.19262
C -3.10260 1.55297 1.76188
O -4.10435 1.95433 1.20416
H -1.12222 -1.93842 -0.48640
H -0.36322 -3.12157 -1.56172
H 0.57629 -1.78190 -0.86435
H -1.20774 -2.67938 -3.52290
H 0.21626 0.64616 -2.93628
H -1.52220 0.70523 -2.79539
H -2.71172 0.85916 -0.78830
H 1.73283 2.02450 2.84130
H 2.61698 2.20700 1.36466
H 2.89093 -0.33289 1.28213
H 1.75593 -0.45779 2.58673
H 4.54084 -0.42268 2.76346
H 3.43809 -0.39248 4.10132
H 4.76194 2.22541 2.58470
H 1.99308 -0.11002 -1.44643
H 2.76384 0.95930 -0.27222
H 2.00975 1.58877 -3.07517
H 3.27798 2.17220 -2.04831
H 1.80410 3.72256 -0.88884
H 0.40624 3.16021 -1.79330
H -0.93478 1.24429 5.81355
H -5.54875 1.09329 2.55301
N -2.83336 -0.71156 -6.31839
C -4.07719 -0.55791 -6.86308
C -3.92811 -0.00197 -8.10689
C -2.53532 0.18531 -8.31926
C -1.88914 -0.26345 -7.19685
H -2.63249 -1.09275 -5.40862
H -4.96005 -0.85531 -6.32360
H -4.72612 0.24288 -8.78761
H -2.06357 0.60098 -9.19382
H -0.84234 -0.30225 -6.94942
N 2.58518 -4.07668 2.63044
C 3.86756 -4.38680 2.99322
C 4.70134 -3.95919 1.99520
C 3.88894 -3.36764 0.98910
C 2.58926 -3.45630 1.41153
H 1.76694 -4.27589 3.17524
H 4.07683 -4.88208 3.92549
H 5.77340 -4.05983 1.98509
H 4.22227 -2.92854 0.06329
H 1.67161 -3.12868 0.95291
```

A cluster of 2 separate species, C6H14N2O2 in total in a non-equilibrium geometry. Source: OMol25; level of theory: wB97M-V/def2-TZVPD.

Output
total energy = -13522.8532 eV
multiplicity = 1
highest occupied orbital energy = -9.00 eV
structure (SMILES) = CNC(C)=O.CNC(C)=O
orbital gap = 9.705 eV
lowest unoccupied orbital energy = 0.026 Eh
relative energy (zero: lowest compared OMol25 entry of this formula, charge and spin) = 63.90 kcal/mol

```
24
C6H14N2O2 wB97M-V/def2-TZVPD
C 2.07135 0.28138 1.49204
C -1.14821 2.37048 1.26895
C 1.04653 1.26230 1.09708
O 1.19384 1.90165 0.04122
N -0.20289 1.37149 1.78239
H 1.93240 -0.45140 0.62696
H -0.16895 1.35513 2.75285
H -2.16314 2.35076 1.71971
H 3.09581 0.46961 1.42975
H 1.71531 -0.40015 2.36399
H -0.85948 3.49187 1.40386
H -1.38815 2.06239 0.31035
C -1.62724 -1.33091 0.14614
C 0.73500 -1.31818 -2.87220
C 0.30867 -1.17654 -1.42001
O 1.12769 -1.09496 -0.48026
N -1.05420 -1.33115 -1.17743
H -1.68650 -1.59588 -1.99097
H -2.42278 -0.63147 0.16531
H -0.05295 -2.07816 -3.35928
H -2.11726 -2.24604 0.40867
H -0.79191 -1.30035 0.85012
H 0.57891 -0.43052 -3.52468
H 1.87813 -1.53133 -3.03457
```

A structure of composition C13H23Cl2GaNO in a non-equilibrium geometry. Source: OMol25; level of theory: wB97M-V/def2-TZVPD.

Output
total energy = -94814.8644 eV
multiplicity = 1
highest occupied orbital energy (spin up / spin down) = -2.36 / -2.36 eV
orbital gap (spin up / spin down) = 5.064 / 5.065 eV
charge = -1
lowest unoccupied orbital energy (spin up / spin down) = 0.099 / 0.099 Eh
relative energy (zero: lowest compared OMol25 entry of this formula, charge and spin) = 3.59 kcal/mol

```
41
C13H23Cl2GaNO wB97M-V/def2-TZVPD
Ga -0.86569 1.34228 -2.86116
Cl 0.12149 2.91205 -1.77224
Cl -1.09737 -0.79519 -2.57720
C -2.35156 2.07997 -3.62690
H -3.00217 1.44819 -4.24587
H -2.67509 3.10362 -3.40820
C 2.10733 -0.57318 -0.98875
C 2.02258 0.18149 -2.03237
H 1.40417 -1.39635 -0.84047
C 2.93042 1.36014 -2.27395
H 1.33141 -0.04754 -2.85303
C 4.28367 1.17234 -1.57978
H 3.05026 1.57361 -3.34281
H 2.45786 2.25747 -1.84290
C 4.09226 0.78066 -0.11466
H 4.85045 0.40150 -2.11214
H 4.86192 2.09940 -1.64917
C 3.12942 -0.40595 0.09592
H 5.06267 0.55800 0.34159
H 3.67282 1.63963 0.42250
H 3.72113 -1.32830 0.18360
H 2.62192 -0.27679 1.06051
O 0.21245 0.58233 0.82745
C -0.74161 0.03642 1.37869
C -2.18563 0.45898 1.10433
C -3.13642 -0.66455 0.70780
C -3.66662 -1.48060 1.89228
C -2.59821 -2.34032 2.55652
C -1.50127 -1.51423 3.22568
N -0.53082 -0.97600 2.27458
H -2.55412 0.96411 2.00966
H -2.13012 1.19358 0.28866
H -3.99782 -0.20219 0.20568
H -2.65603 -1.31539 -0.03732
H -4.09465 -0.79697 2.63727
H -4.47080 -2.13454 1.53400
H -3.06771 -2.95909 3.33220
H -2.15465 -3.02560 1.82250
H -1.96034 -0.70132 3.81276
H -0.94628 -2.16214 3.91312
H 0.45076 -1.04955 2.53164
```

An isolated molecule of C16H21NO4 in a non-equilibrium geometry. Source: OMol25; level of theory: wB97M-V/def2-TZVPD.

Output
total energy = -26611.9963 eV
multiplicity = 1
highest occupied orbital energy = -8.33 eV
structure (SMILES) = CC(=O)c1cc2cccc(OC[C@H](O)CNC(C)C)c2o1
orbital gap = 8.353 eV
lowest unoccupied orbital energy = 0.001 Eh
relative energy (zero: lowest compared OMol25 entry of this formula, charge and spin) = 61.03 kcal/mol

```
42
C16H21NO4 wB97M-V/def2-TZVPD
C 2.61969 3.99194 0.03424
C 3.42747 3.68202 -1.19759
O 4.32299 4.38585 -1.60957
C 3.04953 2.44188 -1.88310
C 3.57265 1.88128 -3.01553
C 2.84180 0.68561 -3.25077
C 2.89832 -0.30551 -4.23128
C 2.00469 -1.34658 -4.13657
C 1.07443 -1.41536 -3.10212
C 0.99076 -0.44558 -2.10989
C 1.89767 0.61458 -2.20137
O 2.03464 1.68464 -1.37923
O 0.03972 -0.61968 -1.15623
C -0.05396 0.33016 -0.11541
C -1.20845 -0.08040 0.80115
O -1.39008 0.99872 1.69385
H -1.98829 0.72213 2.39742
C -0.89233 -1.41228 1.52090
N -2.00872 -2.22803 1.92738
H -2.54770 -2.53856 1.12815
C -2.88301 -1.76512 2.99278
C -3.34128 -2.98730 3.79441
H -2.47703 -3.53918 4.15177
H -3.93248 -3.64665 3.16405
H -3.94458 -2.68196 4.64526
C -4.11246 -0.98653 2.50320
H -3.84187 -0.13084 1.88852
H -4.74759 -1.64137 1.90864
H -4.69234 -0.62772 3.35047
H -2.28284 -1.12959 3.65621
H -0.28893 -1.18842 2.40654
H -0.29094 -2.01949 0.83959
H -2.10619 -0.21684 0.17469
H -0.26090 1.33114 -0.50910
H 0.87378 0.36856 0.46704
H 0.38269 -2.24055 -3.04804
H 2.01480 -2.13394 -4.87458
H 3.62028 -0.24550 -5.02912
H 4.37655 2.28160 -3.59810
H 2.95811 4.92555 0.47419
H 2.72544 3.18276 0.75383
H 1.56596 4.06454 -0.22667
```